The following is a DFT calculation (ωB97M-V with the def2-TZVPD basis set) of a 2-piece molecular cluster, CH7N2O overall at a distorted geometry.

Last column: Mulliken spin population.
Atoms and positions in Å:
O  -2.0792  1.4593  -0.0122  -0.01
H  -2.5639  1.1164  0.7471  0.01
N  0.5105  0.4750  -0.7673  -0.93
C  1.2564  -0.4628  -0.0121  3.29
N  0.4118  -1.4769  0.6362  -0.05
H  0.7173  0.5428  -1.7482  -0.19
H  -0.4700  0.7536  -0.5130  0.15
H  1.9705  -0.9761  -0.6571  -0.43
H  1.8812  -0.0046  0.7698  -0.09
H  1.0354  -2.0500  1.2068  -0.65
H  -0.1871  -0.9545  1.2716  -0.11

As for the HOMO energy (alpha / beta): 4.543 / 0.135 eV. The charge is -2. The LUMO energy (alpha / beta) comes out at 8.20 / 8.06 eV. Its spin multiplicity is 2. The energy above the lowest of the compared OMol25 structures with the same formula, charge and spin is 21.31 kcal per mole.

***

The following is a DFT calculation (ωB97M-V with the def2-TZVPD basis set) of a 3-piece molecular cluster, CH7N2O2P overall at a distorted geometry.

Last column: Mulliken spin population.
Atoms and positions in Å:
C  3.2708  0.7118  0.4498  0.70
N  -0.3412  0.1699  -0.4650  0.00
N  2.5664  -0.3002  0.3346  1.05
O  -2.4998  1.4693  -0.7910  0.00
O  -3.4525  -1.2998  0.4928  0.00
P  -1.5825  1.0493  0.2544  0.00
H  3.3343  1.0917  1.4625  0.10
H  3.9247  1.1008  -0.2991  0.09
H  0.1922  -0.2341  0.2033  0.01
H  -0.4790  -0.0743  -1.4965  0.00
H  -3.6703  -0.8210  -0.2536  0.00
H  -4.0671  -2.0038  0.6200  0.00
H  2.8040  -0.8597  -0.5120  0.05

As for the HOMO energy (alpha / beta): -6.047 / -9.578 eV. The charge is 0. The LUMO energy (alpha / beta) comes out at 0.91 / -2.75 eV. Its spin multiplicity is 3. The energy above the lowest of the compared OMol25 structures with the same formula, charge and spin is 26.20 kcal per mole.

***

The following is a DFT calculation (ωB97M-V with the def2-TZVPD basis set) of a 2-piece molecular cluster, CH7N3O2 overall at a distorted geometry.

Last column: Löwdin charge in e.
Atoms and positions in Å:
C  2.0542  -0.7053  -0.3345  -0.21
O  0.8666  -0.8181  0.4031  -0.23
H  -0.1030  -0.7454  -0.1577  0.09
H  2.1961  0.3130  -0.7173  0.06
H  2.0525  -1.4168  -1.1693  0.07
H  2.9185  -0.9242  0.3045  0.07
N  -0.9984  1.6624  0.4443  0.07
O  -2.1646  -0.4970  0.5380  -0.07
N  -1.4952  -0.1686  -0.6668  -0.11
N  -0.9418  0.9804  -0.6987  -0.05
H  -2.8404  -1.1205  0.2271  0.11
H  -1.3081  1.1256  1.2511  0.09
H  -0.2364  2.3147  0.5762  0.11

As for the HOMO energy: -9.460 eV. The SMILES is N/N=N\O.CO. The charge is 0. The LUMO energy comes out at 0.61 eV. Its spin multiplicity is 1. The energy above the lowest of the compared OMol25 structures with the same formula, charge and spin is 79.23 kcal per mole.

***

The following is a DFT calculation (ωB97M-V with the def2-TZVPD basis set) of an isolated ion of composition CH7N4O and charge +1 at a distorted geometry.

Last column: Löwdin charge in e.
Atoms and positions in Å:
C  -0.0079  -0.2418  0.3703  -0.43
N  0.4657  -0.4887  1.4975  0.09
N  -1.1641  -1.0925  0.1077  0.29
N  0.5998  0.4290  -0.6221  0.01
N  -0.1235  0.8464  -1.7694  0.07
O  1.5642  0.4398  1.8016  -0.03
H  -1.4252  -0.9423  -0.9346  0.21
H  -1.8341  -1.0469  0.8368  0.16
H  1.2819  1.1196  -0.2797  0.16
H  0.4303  1.2648  -2.4838  0.10
H  -0.7405  1.4961  -1.3763  0.08
H  -0.8332  -2.0585  0.1163  0.18
H  1.7866  0.2749  2.7357  0.11

As for the HOMO energy: -13.662 eV. The SMILES is NN/C([NH3+])=N\O. The charge is +1. The LUMO energy comes out at -3.79 eV. Its spin multiplicity is 1. The energy above the lowest of the compared OMol25 structures with the same formula, charge and spin is 36.95 kcal per mole.

***

The following is a DFT calculation (ωB97M-V with the def2-TZVPD basis set) of a 2-piece molecular cluster, CH7N5S overall at a distorted geometry.

Last column: Löwdin charge in e.
Atoms and positions in Å:
C  -6.5390  5.0136  -4.6252  0.38
N  -6.3322  5.2441  -3.4976  0.01
N  3.8138  -4.4692  1.9624  -0.34
N  5.5770  -3.5603  3.1801  0.11
N  -6.0466  5.3680  -2.2772  0.17
N  5.2072  -4.4164  2.2445  -0.09
S  3.2551  -5.2264  0.6215  0.88
H  -6.6038  5.1697  -5.5950  0.08
H  4.9627  -3.4856  4.0614  0.19
H  6.5333  -3.5038  3.2897  0.10
H  -6.3713  6.2709  -1.7929  0.22
H  -5.6430  4.6415  -1.7722  0.13
H  6.0381  -4.8170  1.8241  0.18
H  1.9308  -4.8537  0.8692  -0.04

As for the HOMO energy (alpha / beta): -15.502 / -15.022 eV. The charge is +2. The LUMO energy (alpha / beta) comes out at -7.06 / -7.17 eV. Its spin multiplicity is 1. The energy above the lowest of the compared OMol25 structures with the same formula, charge and spin is 21.34 kcal per mole.

***

The following is a DFT calculation (ωB97M-V with the def2-TZVPD basis set) of CH7N6 as an isolated structure at a distorted geometry.

Last column: Löwdin charge in e.
Atoms and positions in Å:
C  -1.2748  0.7151  -0.1043  -0.34
N  -2.4876  0.1611  -0.1296  0.10
N  -2.3140  -1.0863  0.0778  0.04
N  -0.2270  -0.3229  0.1593  0.07
N  -1.0841  -1.3585  0.2323  -0.05
N  -0.9804  2.0147  -0.1343  0.18
N  2.2851  -0.5248  0.0611  0.20
H  1.1477  -0.3276  0.0883  0.03
H  -0.8856  -2.2291  -0.1097  0.14
H  -0.0570  2.4271  -0.0867  0.13
H  -1.8509  2.4684  -0.0055  0.11
H  2.4127  -0.9246  -0.8513  0.11
H  2.3511  -1.3036  0.7098  0.13
H  2.9649  0.2910  0.0929  0.17

As for the HOMO energy: -13.495 eV. The charge is +1. The LUMO energy comes out at -3.63 eV. Its spin multiplicity is 1. The energy above the lowest of the compared OMol25 structures with the same formula, charge and spin is 45.48 kcal per mole.

***

The following is a DFT calculation (ωB97M-V with the def2-TZVPD basis set) of a 3-piece molecular cluster, CH7NO overall at a distorted geometry.

Last column: Löwdin charge in e.
Atoms and positions in Å:
C  -1.4779  -0.6328  -0.4781  -0.18
H  2.3321  2.8606  0.6820  0.28
H  1.8661  1.2467  0.2132  -0.07
H  -0.1909  -1.0214  1.1174  0.00
H  0.2605  -1.7931  -0.1798  0.07
H  -1.3721  -0.0892  -1.3877  0.04
H  -2.2419  -1.4909  -0.4488  0.09
H  -1.7414  0.2552  0.2057  0.09
N  -0.1879  -0.9320  0.1811  -0.08
O  2.7535  1.5970  0.0949  -0.23

As for the HOMO energy: -9.550 eV. The charge is 0. The LUMO energy comes out at 0.00 eV. Its spin multiplicity is 1. The energy above the lowest of the compared OMol25 structures with the same formula, charge and spin is 72.07 kcal per mole.

***

The following is a DFT calculation (ωB97M-V with the def2-TZVPD basis set) of a 2-piece molecular cluster, CH7NO overall at a distorted geometry.

Last column: Löwdin charge in e.
Atoms and positions in Å:
C  1.4440  -1.4208  0.8030  -0.05
H  -0.7034  1.0796  0.4558  0.04
H  -1.3924  1.7030  -2.0796  0.05
H  -2.6142  1.6430  -1.0102  0.09
H  0.8027  -1.1770  -0.0060  -0.02
H  0.8873  -1.5893  1.7531  0.03
H  2.0766  -0.5251  0.9869  0.03
H  1.9647  -2.3401  0.6252  0.00
N  -1.5894  1.8325  -1.1194  -0.03
O  -0.8757  0.7944  -0.4089  -0.14

As for the HOMO energy: -9.681 eV. The SMILES is NO.C. The charge is 0. The LUMO energy comes out at 1.17 eV. Its spin multiplicity is 1. The energy above the lowest of the compared OMol25 structures with the same formula, charge and spin is 42.65 kcal per mole.

***

Values for E_tot, a.u., ordered as above
-226.8550 -643.4684 -356.9015 -336.1990 -713.4477 -370.5225 -172.1633 -172.2102